Record 1
ORCA calculation (wB97M-V/def2-TZVPD) on a 14-piece molecular cluster, C21H73B3O16Si overall at a distorted geometry.

Summary:
* calculated total energy: -65623.7506 eV
* HOMO energy: -9.8 eV
* orbital gap: 9.974 eV
* LUMO: 0.190 eV

CARTESIAN COORDINATES (ANGSTROEM)
C  -1.19626  1.05904  4.07669
C  -1.74676  0.98425  2.50943
C  -2.51530  -0.45964  2.22046
C  -1.42868  -1.43911  1.47997
C  -1.20565  -2.89708  2.26086
B  0.00315  -3.67726  1.40020
O  1.19558  -4.21256  2.10265
B  2.42976  -3.94475  1.28388
O  2.31897  -3.97570  -0.19037
B  1.09001  -3.21839  -0.61937
Si  1.30962  -1.65643  -1.73910
C  3.24666  -1.47062  -2.00844
C  0.31275  -1.69663  -3.38976
C  0.78477  0.01354  -0.84749
O  -0.19346  -3.74231  -0.09151
H  -1.98891  1.70164  4.67428
H  -0.13211  1.56932  4.10850
H  -1.20732  -0.03840  4.50387
H  -0.88590  1.20710  1.71737
H  -2.51615  1.88578  2.38158
H  -3.38705  -0.23707  1.45615
H  -2.99776  -0.90425  3.19117
H  -0.37994  -0.90433  1.51478
H  -1.77882  -1.71362  0.37911
H  -2.15727  -3.58043  2.22677
H  -0.80067  -2.74709  3.37294
H  3.49632  -3.75183  1.75268
H  3.64636  -2.22541  -2.80821
H  3.71755  -1.79901  -0.96195
H  3.53934  -0.35222  -2.18902
H  0.95293  -1.85557  -4.35619
H  -0.26990  -0.66891  -3.54261
H  -0.53550  -2.52248  -3.24445
H  -0.39464  -0.06325  -0.71930
H  1.01767  0.90392  -1.60012
H  1.35728  0.12051  0.17320
C  -3.07844  -1.04539  -5.17780
O  -2.89020  0.11492  -4.38875
H  -2.22844  -1.15613  -5.85511
H  -3.14097  -1.92232  -4.52871
H  -3.99639  -0.94499  -5.76202
H  -3.65934  0.18683  -3.79827
C  -4.92520  2.68804  6.51122
O  -4.25580  1.85819  5.57978
H  -4.19966  3.36283  6.97139
H  -5.68880  3.27491  5.99477
H  -5.38684  2.07018  7.28527
H  -4.92448  1.27098  5.18803
C  4.03106  2.25719  -0.00583
O  4.48358  1.27855  -0.92335
H  3.00385  2.02425  0.28414
H  4.66874  2.24846  0.88159
H  4.05952  3.24200  -0.47845
H  5.39686  1.51144  -1.16228
C  4.12566  1.47346  -5.11846
O  3.33809  1.49268  -3.94215
H  3.48315  1.67199  -5.97943
H  4.89558  2.24642  -5.05522
H  4.58943  0.49054  -5.23163
H  3.93490  1.31365  -3.19570
C  -4.98546  -3.58445  3.58618
O  -4.75096  -2.75481  2.46322
H  -4.59935  -3.08954  4.48032
H  -6.05958  -3.75073  3.69953
H  -4.47063  -4.53854  3.44944
H  -5.10392  -3.21983  1.68567
C  -0.46008  1.18731  -7.86618
O  -1.60340  1.69015  -7.19963
H  -0.38472  1.66014  -8.84815
H  0.43439  1.41942  -7.28284
H  -0.55613  0.10603  -7.99126
H  -1.64388  1.25281  -6.33216
C  -6.47076  1.90014  -4.03219
O  -5.94208  0.58697  -4.05240
H  -6.96297  2.07018  -3.07182
H  -5.66000  2.62226  -4.15652
H  -7.20017  2.01279  -4.83798
H  -5.51188  0.46536  -4.91586
C  -2.10545  0.67715  7.69047
O  -2.89302  0.69636  8.86678
H  -2.74797  0.87568  6.82950
H  -1.33554  1.45011  7.75371
H  -1.64168  -0.30578  7.57729
H  -2.29621  0.51733  9.61323
C  5.97595  5.14483  -1.68342
O  5.92451  4.32910  -0.52745
H  5.25886  4.76793  -2.41638
H  5.71568  6.17229  -1.41730
H  6.98142  5.11111  -2.10995
H  6.57081  4.68765  0.10433
C  5.80309  -6.32812  1.88613
O  5.99133  -5.16782  2.67518
H  6.65309  -6.43887  1.20883
H  5.74056  -7.20506  2.53523
H  4.88514  -6.22772  1.30191
H  5.22219  -5.09591  3.26567
C  -9.43087  1.47791  -1.16813
O  -8.56834  2.60052  -1.17915
H  -9.87174  1.35890  -2.16058
H  -8.85985  0.58103  -0.91556
H  -10.22587  1.63515  -0.43514
H  -8.19230  2.68077  -0.28608
C  6.12308  -4.40272  -1.16240
O  5.07811  -5.21412  -1.66641
H  7.05109  -4.65657  -1.67994
H  5.88610  -3.35061  -1.33885
H  6.24372  -4.58556  -0.09186
H  4.26821  -4.96637  -1.18881
C  4.82579  6.16325  1.98433
O  5.68831  7.28586  1.97331
H  4.38491  6.04424  0.99188
H  5.39680  5.26637  2.23690
H  4.03078  6.32049  2.71732
H  6.06435  7.36611  2.86638

=====

Record 2
ORCA calculation (wB97M-V/def2-TZVPD) on a 17-piece molecular cluster, C21H76N4O17 overall at a distorted geometry.

Summary:
* calculated total energy: -63768.7237 eV
* relative energy (zero: lowest compared OMol25 entry of this formula, charge and spin): 14.2 kcal per mole
* HOMO energy: -8.8 eV
* orbital gap: 8.311 eV
* LUMO: -0.521 eV

CARTESIAN COORDINATES (ANGSTROEM)
C  -2.27558  5.83325  -3.18707
C  -2.58958  4.38725  -2.66407
O  -1.42058  3.95625  -2.05207
H  -1.91158  6.49725  -2.39407
H  -3.17358  6.38925  -3.57007
H  -1.59458  5.79025  -4.05107
H  -3.12558  3.82625  -3.45607
H  -3.29558  4.53925  -1.81507
H  -1.63758  3.09525  -1.71207
C  1.24742  -0.09875  0.44493
C  -0.19558  -0.54875  0.11993
O  -0.68958  0.40525  -0.64907
H  1.85942  0.33125  -0.34207
H  1.86342  -0.96475  0.67193
H  1.38942  0.52825  1.31593
H  -0.82558  -0.75075  1.01093
H  -0.25558  -1.43375  -0.51207
H  -1.62958  0.37925  -0.57507
C  4.33242  2.10325  -0.09107
C  4.11942  3.61925  -0.42607
O  4.17842  4.37125  0.78093
H  3.64742  1.84925  0.73393
H  5.34942  1.79925  0.24293
H  3.93942  1.47525  -0.85807
H  3.14142  3.82125  -0.89507
H  4.82642  3.88525  -1.16007
H  4.09942  5.32725  0.57693
C  0.52542  1.61025  4.24693
C  0.28742  2.85025  4.97593
O  1.32042  3.78325  4.47293
H  1.51042  1.15525  4.43693
H  0.33042  1.70525  3.17093
H  -0.18158  0.80325  4.54793
H  0.48242  2.70325  6.03793
H  -0.72958  3.11825  4.79393
H  2.09042  3.35925  4.13193
C  0.20942  -5.57475  -1.73007
O  0.07242  -4.21775  -1.46207
N  -0.75158  -6.28875  -2.06607
N  1.30942  -6.30075  -1.50707
H  -1.59058  -5.85375  -2.47507
H  -0.80158  -7.30375  -2.09607
H  2.12242  -5.73175  -1.17407
H  1.44242  -7.33475  -1.60807
C  -4.09358  2.43425  -0.27307
O  -3.25858  1.34025  -0.33607
N  -4.07158  3.36325  0.62393
N  -4.99358  2.64125  -1.17407
H  -3.41858  3.37025  1.44393
H  -4.74958  4.14425  0.62093
H  -4.95258  1.76725  -1.86707
H  -5.45058  3.52325  -1.38807
C  0.92042  -5.12075  1.53493
O  1.00242  -3.82175  0.99893
H  1.54042  -5.72575  0.89993
H  -0.05058  -5.58175  1.54593
H  1.41042  -5.07275  2.50993
H  0.96542  -3.99975  0.01993
C  0.47242  -2.33275  4.16593
O  1.19042  -1.80375  3.10193
H  -0.53458  -2.01875  4.07693
H  0.88842  -1.94075  5.10193
H  0.44042  -3.40975  4.19493
H  1.39542  -2.46975  2.40193
C  0.80342  3.35525  1.08693
O  -0.34658  2.74625  0.49893
H  0.40042  3.82225  1.97993
H  1.36242  4.03225  0.40593
H  1.59442  2.64325  1.35693
H  -0.13458  1.84625  0.21893
C  -3.01958  -1.69475  -1.31407
O  -4.41058  -1.90275  -1.55907
H  -2.74758  -1.31575  -0.29507
H  -2.68858  -0.86475  -2.03007
H  -2.47458  -2.52675  -1.68907
H  -4.59158  -2.83075  -1.26407
C  -2.51458  0.67625  2.95993
O  -2.71458  1.50125  4.04893
H  -2.18158  1.29925  2.17893
H  -3.46058  0.28825  2.75193
H  -1.78958  -0.10975  3.23293
H  -3.36658  1.11525  4.65393
C  0.51442  -1.76975  -3.49907
O  -0.73358  -2.24775  -3.63807
H  1.21342  -2.62475  -3.54007
H  0.55642  -1.38275  -2.51307
H  0.67142  -0.90875  -4.14607
H  -0.90358  -2.87575  -2.96407
C  -1.77558  1.13025  -3.95807
O  -2.47058  -0.08475  -4.08907
H  -0.84658  1.13325  -4.57607
H  -1.55558  1.39825  -2.88707
H  -2.34458  1.91225  -4.32007
H  -1.77958  -0.75575  -4.11807
C  1.17242  1.92925  -2.53307
O  2.46942  2.08125  -3.08107
H  1.00842  2.23425  -1.51407
H  0.84942  0.88925  -2.68907
H  0.60742  2.57625  -3.17207
H  2.85942  1.24825  -3.43007
C  3.08742  -1.88475  -1.48807
O  4.43442  -1.57875  -1.55007
H  2.89242  -2.68375  -2.25107
H  2.52242  -1.03575  -1.82207
H  2.82842  -2.20775  -0.46307
H  4.85042  -2.14175  -0.90407
C  4.33142  -0.62475  2.25693
O  3.32442  0.14225  2.82393
H  4.80942  -1.29475  2.91993
H  4.97342  0.09525  1.78193
H  3.77942  -1.25175  1.54293
H  2.57742  -0.41375  3.13793
C  -2.55558  -4.00675  1.12893
O  -1.57458  -3.00675  1.36293
H  -2.64358  -4.60875  2.02693
H  -2.25558  -4.61575  0.28893
H  -3.58858  -3.61575  0.87593
H  -0.69958  -3.41075  1.38793

=====

Record 3
ORCA calculation (wB97M-V/def2-TZVPD) on C21H7Cl5N3O3RuS4 as an isolated structure.

Summary:
* <S²>: 6.028
* 2S+1: 5
* calculated total energy: -141030.3075 eV
* relative energy (zero: lowest compared OMol25 entry of this formula, charge and spin): 0.0 kcal per mole
* HOMO energy (alpha / beta): -11.0 / -11.8 eV
* total charge: +1
* orbital gap (alpha / beta): 6.757 / 5.999 eV
* LUMO (alpha / beta): -4.222 / -5.809 eV

CARTESIAN COORDINATES (ANGSTROEM)
Ru  -0.81730  0.21112  0.87533
Cl  -2.10222  0.74227  -2.02003
C  -2.13954  2.12447  -0.98918
C  -1.66502  1.98565  0.30986
C  -1.74517  3.10253  1.14286
Cl  -1.17763  2.98234  2.76973
C  -2.26255  4.31542  0.69714
Cl  -2.34108  5.66470  1.74771
C  -2.71679  4.42259  -0.61894
Cl  -3.34978  5.90455  -1.18485
C  -2.65855  3.31877  -1.47364
Cl  -3.22488  3.44138  -3.08450
O  3.83736  -2.76792  -4.39955
N  3.87151  -1.90035  -3.56137
O  4.78464  -1.12278  -3.38264
C  2.73243  -1.82951  -2.62045
C  2.12180  -2.99243  -2.33658
C  1.04582  -3.03166  -1.39566
C  0.37409  -4.21834  -1.05143
C  -0.65207  -4.16746  -0.14523
C  -1.00121  -2.93677  0.41697
N  -0.37781  -1.81086  0.11133
C  0.63508  -1.84593  -0.78865
C  1.28015  -0.60489  -1.12364
N  0.80804  0.51625  -0.52333
C  1.35342  1.68329  -0.81019
C  2.39334  1.80747  -1.73195
C  2.88860  0.69071  -2.34954
C  2.33810  -0.57075  -2.04164
H  2.45155  -3.90121  -2.82177
H  0.67160  -5.15405  -1.50680
H  -1.19657  -5.05439  0.14384
H  -1.80738  -2.85853  1.13626
H  0.94621  2.54729  -0.30185
H  2.79858  2.78536  -1.94641
H  3.69739  0.77121  -3.05814
O  -1.66740  -0.42787  7.59946
C  -1.47213  -0.36763  6.43249
S  -2.79031  -0.45098  5.21002
C  -1.78482  -0.31391  3.82869
C  -0.40266  -0.16808  4.04043
S  0.74839  0.03357  2.82849
S  0.13524  -0.16886  5.68802
S  -2.56049  -0.38579  2.28935